*P*
Formula: C5H13NO2
Source: the Open Molecules 2025 dataset
Level of theory: ωB97M-V/def2-TZVPD

* SMILES: CC[C@@H](C=O)NC.O
* LUMO energy: 0.02284 Eh
* total charge: 0
* molar mass: 119.2 g mol⁻¹

Each line ends with the Löwdin charge.
Geometry (Å):
C  1.948  -0.801  0.893  -0.106
C  1.460  0.358  0.028  -0.186
C  -0.055  0.588  0.271  -0.381
C  -0.180  1.496  1.448  -0.252
O  -0.390  1.170  2.585  0.072
N  -0.741  0.968  -0.943  -0.072
C  -2.195  1.099  -0.740  -0.102
H  3.038  -0.873  0.863  0.072
H  1.606  -1.754  0.491  0.061
H  1.704  -0.811  1.955  0.078
H  1.746  0.154  -0.995  0.107
H  2.000  1.253  0.322  0.105
H  -0.432  -0.380  0.638  0.137
H  0.046  2.566  1.252  0.138
H  -0.454  0.344  -1.676  0.095
H  -2.748  0.503  -1.463  0.076
H  -2.435  2.143  -0.963  0.073
H  -2.562  0.873  0.259  0.080
O  -0.750  -2.848  -1.576  -0.053
H  -0.741  -3.278  -0.717  0.035
H  0.133  -2.772  -1.930  0.025

---

*Q*
Formula: C5H13NO2
Source: the Open Molecules 2025 dataset
Level of theory: ωB97M-V/def2-TZVPD

* SMILES: C=C/C=C(/C)N.O.O
* LUMO energy: 0.02334 Eh
* total charge: 0
* molar mass: 119.2 g mol⁻¹

Each line ends with the Löwdin charge.
Geometry (Å):
C  -1.679  0.849  -1.620  -0.006
C  -1.714  -0.353  -1.092  -0.188
C  -0.483  -0.986  -0.493  -0.101
C  -0.445  -0.794  0.858  -0.444
C  0.754  -1.306  1.567  -0.062
N  -1.216  0.112  1.577  0.102
H  -2.514  1.446  -1.994  0.052
H  -0.829  1.529  -1.686  0.057
H  -2.528  -1.061  -0.932  0.104
H  0.298  -1.489  -1.034  0.086
H  0.506  -1.536  2.630  0.081
H  1.418  -0.442  1.758  0.080
H  1.300  -2.096  1.070  0.084
H  -1.063  -0.012  2.570  0.086
H  -2.162  0.320  1.299  0.086
O  1.503  1.708  0.079  -0.060
H  0.551  1.498  0.183  0.034
H  1.618  2.553  0.530  0.063
O  2.029  -0.261  -1.814  -0.073
H  2.882  -0.137  -2.235  0.036
H  1.773  0.458  -1.219  -0.016

---

Most stable pick: *P*. Distance to second place: 52.5 kJ/mol.

---

*P*
Formula: C5H13NO2
Source: the Open Molecules 2025 dataset
Level of theory: ωB97M-V/def2-TZVPD

* SMILES: CNC(=O)C(C)C.O
* LUMO energy: 0.03060 Eh
* total charge: 0
* molar mass: 119.2 g mol⁻¹

Each line ends with the Löwdin charge.
Geometry (Å):
C  -1.460  -1.011  -1.603  -0.077
N  -0.033  -0.517  -1.575  0.017
C  0.454  -0.098  -0.282  -0.515
O  1.563  0.421  -0.367  0.025
C  -0.329  -0.360  0.977  -0.333
C  -0.093  -1.920  1.134  -0.032
C  0.296  0.473  2.009  -0.090
H  -2.110  -0.139  -1.417  0.087
H  -1.584  -1.864  -0.957  0.051
H  -1.711  -1.341  -2.606  0.075
H  0.610  -0.454  -2.387  0.149
H  -1.458  -0.118  0.770  0.172
H  0.922  -2.257  0.943  0.099
H  -0.209  -2.247  2.111  0.054
H  -0.760  -2.519  0.585  0.042
H  -0.379  0.583  2.845  0.080
H  0.521  1.531  1.662  0.093
H  1.269  -0.006  2.286  0.108
O  -0.151  2.718  -0.287  -0.063
H  0.779  2.988  -0.274  0.053
H  -0.163  1.841  -0.704  0.006

---

*Q*
Formula: C5H13NO2
Source: the Open Molecules 2025 dataset
Level of theory: ωB97M-V/def2-TZVPD

* SMILES: C=C(N)/C=C/C.O.O
* LUMO energy: 0.01527 Eh
* total charge: 0
* molar mass: 119.2 g mol⁻¹

Each line ends with the Löwdin charge.
Geometry (Å):
C  0.493  2.113  -1.450  0.019
C  -0.364  1.862  -0.442  -0.403
N  -0.538  3.000  0.479  0.040
C  -1.216  0.713  -0.294  -0.096
C  -0.819  -0.486  -0.706  -0.129
C  -1.745  -1.713  -0.832  -0.077
H  1.069  3.025  -1.731  0.069
H  0.709  1.714  -2.362  0.009
H  -0.864  2.593  1.338  0.042
H  0.319  3.597  0.704  0.112
H  -2.064  0.864  0.454  0.143
H  0.110  -0.875  -0.924  0.067
H  -2.492  -1.608  0.002  0.093
H  -1.174  -2.639  -0.901  0.066
H  -2.263  -1.642  -1.747  0.051
O  2.666  -3.211  -0.570  -0.095
H  3.207  -2.454  -0.813  0.020
H  1.827  -2.658  -0.332  0.071
O  0.555  -1.126  2.936  -0.032
H  0.974  -0.247  2.590  0.101
H  0.550  -0.906  3.779  -0.070

---

*R*
Formula: C5H13NO2
Source: the Open Molecules 2025 dataset
Level of theory: ωB97M-V/def2-TZVPD

* SMILES: NCCCCC=O.O
* LUMO energy: 0.03247 Eh
* total charge: 0
* molar mass: 119.2 g mol⁻¹

Each line ends with the Löwdin charge.
Geometry (Å):
N  0.571  2.628  2.798  -0.014
C  0.221  1.462  2.004  -0.299
C  1.389  0.816  1.238  -0.214
C  0.968  -0.418  0.400  -0.198
C  -0.033  -0.121  -0.741  -0.164
C  0.431  -0.670  -2.048  -0.279
O  -0.224  -1.447  -2.697  0.050
H  1.192  2.418  3.568  0.063
H  0.927  3.395  2.253  0.059
H  -0.557  1.759  1.302  0.103
H  -0.147  0.709  2.703  0.114
H  2.078  0.419  1.971  0.101
H  1.868  1.551  0.589  0.110
H  0.522  -1.125  1.097  0.108
H  1.906  -0.848  0.010  0.110
H  -1.007  -0.564  -0.540  0.118
H  -0.188  0.953  -0.749  0.107
H  1.440  -0.381  -2.414  0.129
O  -3.784  -3.903  -3.556  -0.064
H  -3.563  -3.266  -2.864  0.033
H  -4.006  -3.367  -4.323  0.030

---

*S*
Formula: C5H13NO2
Source: the Open Molecules 2025 dataset
Level of theory: ωB97M-V/def2-TZVPD

* SMILES: C[C@@H](CCO)NCO
* LUMO energy: 0.03198 Eh
* total charge: 0
* molar mass: 119.2 g mol⁻¹

Each line ends with the Löwdin charge.
Geometry (Å):
C  -1.274  1.439  0.069  -0.052
C  -0.257  0.287  0.328  -0.380
C  -0.991  -0.996  -0.093  -0.166
C  -0.158  -2.263  0.042  -0.257
O  -0.796  -3.332  -0.670  -0.084
N  1.066  0.360  -0.270  -0.023
C  2.026  1.348  0.134  -0.269
O  1.694  2.752  0.061  -0.075
H  -2.081  1.484  0.806  0.081
H  -0.841  2.425  0.204  0.055
H  -1.717  1.291  -0.913  0.076
H  -0.092  0.221  1.406  0.143
H  -1.345  -0.932  -1.122  0.117
H  -1.881  -1.090  0.538  0.121
H  0.769  -2.134  -0.521  0.108
H  0.084  -2.532  1.069  0.121
H  -1.378  -3.862  -0.108  0.084
H  1.126  0.253  -1.271  0.123
H  2.944  1.229  -0.436  0.116
H  2.199  1.209  1.209  0.119
H  0.902  2.842  -0.462  0.042

---

Most stable pick: *R*. Distance to second place: 6.1 kJ/mol.

---

*P*
Formula: C5H13NO2
Source: the Open Molecules 2025 dataset
Level of theory: ωB97M-V/def2-TZVPD

* SMILES: CNCCC(C)(O)O
* LUMO energy: 0.03208 Eh
* total charge: 0
* molar mass: 119.2 g mol⁻¹

Each line ends with the Löwdin charge.
Geometry (Å):
C  -2.805  -1.220  0.915  -0.168
N  -1.860  -0.408  0.163  -0.136
C  -0.446  -0.357  0.822  -0.189
C  0.038  0.973  0.350  -0.096
C  1.492  0.741  -0.403  -0.618
C  1.460  -0.141  -1.640  -0.010
O  2.414  0.241  0.544  0.000
O  1.977  2.010  -0.808  -0.013
H  -2.492  -2.268  0.970  0.068
H  -3.803  -1.168  0.468  0.073
H  -2.881  -0.859  1.947  0.073
H  -1.801  -0.722  -0.804  0.095
H  -0.565  -0.334  1.909  0.112
H  0.089  -1.272  0.567  0.108
H  -0.580  1.567  -0.328  0.118
H  0.256  1.608  1.215  0.111
H  0.740  0.232  -2.374  0.092
H  1.225  -1.180  -1.392  0.082
H  2.441  -0.145  -2.133  0.091
H  3.247  0.094  0.064  0.106
H  1.853  2.608  -0.054  0.100

---

*Q*
Formula: C5H13NO2
Source: the Open Molecules 2025 dataset
Level of theory: ωB97M-V/def2-TZVPD

* SMILES: CCC(N)=O.CCO
* LUMO energy: 0.02731 Eh
* total charge: 0
* molar mass: 119.2 g mol⁻¹

Each line ends with the Löwdin charge.
Geometry (Å):
C  -1.644  1.304  -2.419  -0.108
C  -0.641  0.661  -1.490  -0.169
C  -0.908  -0.873  -1.424  -0.528
N  -0.777  -1.459  -0.184  0.165
O  -1.321  -1.494  -2.371  0.045
H  -1.127  1.789  -3.270  0.080
H  -2.464  1.914  -2.069  0.067
H  -2.191  0.480  -2.925  0.073
H  0.404  0.823  -1.801  0.118
H  -0.682  1.083  -0.452  0.098
H  -0.976  -2.432  -0.025  0.104
H  -0.666  -0.947  0.679  0.058
C  2.203  -0.595  1.832  -0.078
C  1.128  0.483  1.830  -0.321
O  -0.004  0.073  2.609  -0.105
H  2.719  -0.427  0.887  0.074
H  1.714  -1.555  1.625  0.077
H  2.864  -0.548  2.705  0.081
H  1.369  1.548  2.116  0.127
H  0.729  0.656  0.810  0.065
H  0.269  -0.486  3.338  0.078

---

Most stable pick: *Q*. Distance to second place: 56.1 kJ/mol.